# 1
The following is a DFT calculation (ωB97M-V/def2-TZVPD) of C53H43Br2IN9O7RbS5 as an isolated structure.

Atoms and positions in Å:
Rb -0.15 -0.31 -0.85
N 3.27 7.74 1.29
C 3.18 6.42 0.79
C 4.23 5.53 0.97
C 4.15 4.24 0.46
C 3.03 3.84 -0.25
C 1.99 4.73 -0.46
C 2.06 6.02 0.06
S 2.89 2.17 -0.85
O 4.24 1.67 -0.97
O 2.11 2.28 -2.08
N 1.98 1.34 0.13
C 2.31 1.06 1.41
N 1.51 0.11 1.99
C 1.72 -0.15 3.26
C 2.71 0.48 4.02
C 3.49 1.38 3.33
N 3.32 1.69 2.05
H 3.83 7.79 2.13
H 2.37 8.15 1.45
H 5.11 5.84 1.52
H 4.95 3.53 0.62
H 1.11 4.44 -1.01
H 1.23 6.70 -0.09
H 1.06 -0.89 3.71
H 2.86 0.25 5.06
H 4.30 1.91 3.84
S 6.24 -5.07 -0.46
C 7.16 -4.72 -1.86
C 6.53 -3.81 -2.65
C 5.27 -3.41 -2.13
C 4.98 -4.00 -0.93
C 3.78 -3.81 -0.10
C 2.68 -3.09 -0.61
N 1.57 -2.87 0.05
C 1.45 -3.36 1.30
C 2.49 -4.08 1.91
C 2.36 -4.55 3.26
C 1.24 -4.29 3.96
C 0.16 -3.56 3.38
C -1.02 -3.27 4.10
C -2.04 -2.57 3.50
C -1.84 -2.15 2.16
N -0.76 -2.41 1.47
C 0.25 -3.10 2.05
C -3.31 -2.28 4.16
C -4.46 -1.82 3.57
C -5.54 -1.69 4.48
C -5.19 -2.02 5.75
S -3.55 -2.51 5.85
C 3.67 -4.31 1.17
H 8.12 -5.19 -2.02
H 6.93 -3.45 -3.58
H 4.61 -2.69 -2.61
H 2.74 -2.66 -1.61
H 3.18 -5.10 3.70
H 1.13 -4.64 4.99
H -1.11 -3.65 5.11
H -2.61 -1.60 1.62
H -4.52 -1.58 2.51
H -6.52 -1.34 4.19
H -5.81 -2.00 6.63
H 4.47 -4.85 1.65
Br -3.64 2.08 4.64
C -2.27 2.50 3.40
C -1.46 3.60 3.60
C -0.50 3.87 2.64
C -0.39 3.02 1.55
N -1.16 1.95 1.38
C -2.11 1.70 2.28
H -1.60 4.23 4.47
H 0.16 4.72 2.72
H 0.36 3.20 0.79
H -2.77 0.86 2.08
N -0.98 2.47 -2.53
C -1.66 3.24 -1.65
O -1.20 4.26 -1.15
C -3.03 2.67 -1.32
I -4.16 3.93 -0.04
H 0.02 2.61 -2.58
H -1.38 1.58 -2.84
H -2.95 1.72 -0.80
H -3.62 2.50 -2.22
C -3.13 -2.37 -2.46
S -2.01 -1.45 -3.48
O -2.38 -1.70 -4.86
O -2.19 -0.06 -3.04
O -0.67 -1.93 -3.11
H -4.14 -2.04 -2.69
H -2.93 -2.15 -1.42
H -3.02 -3.43 -2.67
C -10.82 0.08 -0.62
C -11.62 0.01 0.65
O -12.83 0.04 0.66
S -10.77 -0.11 2.21
C -9.06 -0.14 1.74
C -8.45 -1.34 1.40
C -7.13 -1.36 0.99
C -6.36 -0.18 0.92
C -6.99 1.02 1.29
C -8.31 1.04 1.70
C -5.00 -0.21 0.52
C -3.81 -0.23 0.20
H -11.49 0.40 -1.42
H -10.44 -0.92 -0.85
H -9.95 0.73 -0.54
H -9.02 -2.26 1.44
H -6.66 -2.30 0.71
H -6.41 1.93 1.25
H -8.77 1.97 1.98
Br 5.32 2.37 -4.49
C 3.99 1.03 -4.29
C 2.74 1.21 -4.84
C 1.80 0.22 -4.63
C 2.16 -0.91 -3.90
N 3.38 -1.08 -3.38
C 4.27 -0.10 -3.55
H 2.50 2.12 -5.38
H 0.79 0.31 -5.00
H 1.42 -1.67 -3.73
H 5.24 -0.22 -3.08

highest occupied orbital energy: -3.606 eV
strongest force on any atom: 0.5 eV/A
energy relative to the best compared isomer or geometry (same formula, charge and spin): 0.0 kcal/mol
E_LUMO: 3.165 eV
charge: -2
orbital gap: 6.8 eV


# 2
The following is a DFT calculation (ωB97M-V/def2-TZVPD) of one molecule with the formula C22H44N4O6.

Atoms and positions in Å:
C 2.67 3.39 3.87
C 2.92 1.90 3.68
C 4.21 1.64 2.91
C 4.47 0.14 2.71
N 3.43 -0.49 1.92
C 2.56 -1.36 2.49
O 2.69 -1.79 3.63
N 1.52 -1.78 1.69
C 1.33 -1.36 0.32
C 0.88 0.11 0.17
O 2.01 0.86 -0.22
C 1.83 2.26 -0.24
C 0.83 2.76 -1.29
O -0.43 2.93 -0.67
C -1.32 3.75 -1.38
C -1.84 3.13 -2.69
N -2.37 1.80 -2.51
C -1.71 0.75 -3.12
O -0.74 0.94 -3.83
N -2.28 -0.48 -2.94
C -1.65 -1.65 -3.51
C -0.58 -2.24 -2.59
C -0.01 -3.56 -3.10
C -0.97 -4.73 -2.96
C -3.59 1.65 -1.76
C -3.37 1.23 -0.29
O -3.26 -0.18 -0.21
C -3.10 -0.64 1.11
C -2.80 -2.15 1.08
O -1.43 -2.45 1.06
C -0.80 -2.39 2.32
C 0.66 -2.82 2.19
H 3.48 3.85 4.42
H 2.59 3.89 2.91
H 1.74 3.55 4.42
H 2.99 1.41 4.66
H 2.08 1.45 3.15
H 5.06 2.07 3.45
H 4.15 2.12 1.93
H 4.49 -0.38 3.67
H 5.43 0.00 2.20
H 3.19 -0.04 1.05
H 2.24 -1.49 -0.27
H 0.55 -2.01 -0.09
H 0.09 0.19 -0.58
H 0.49 0.49 1.12
H 2.82 2.66 -0.45
H 1.49 2.61 0.75
H 0.78 2.05 -2.13
H 1.17 3.73 -1.67
H -2.16 3.93 -0.69
H -0.85 4.71 -1.62
H -1.03 3.04 -3.41
H -2.61 3.79 -3.11
H -2.76 -0.63 -2.07
H -2.44 -2.38 -3.71
H -1.20 -1.35 -4.46
H -1.02 -2.40 -1.60
H 0.22 -1.51 -2.50
H 0.28 -3.45 -4.15
H 0.90 -3.79 -2.54
H -1.87 -4.58 -3.56
H -1.28 -4.84 -1.92
H -0.50 -5.66 -3.28
H -4.10 2.62 -1.76
H -4.24 0.92 -2.24
H -4.23 1.56 0.31
H -2.46 1.70 0.10
H -2.28 -0.10 1.60
H -4.03 -0.45 1.67
H -3.29 -2.63 1.94
H -3.22 -2.56 0.16
H -1.32 -3.06 3.02
H -0.85 -1.37 2.74
H 1.04 -3.08 3.18
H 0.70 -3.70 1.54

highest occupied orbital energy: -8.719 eV
strongest force on any atom: 0.6 eV/A
energy relative to the best compared isomer or geometry (same formula, charge and spin): 0.0 kcal/mol
E_LUMO: 0.683 eV
charge: 0
orbital gap: 9.4 eV


# 3
The following is a DFT calculation (ωB97M-V/def2-TZVPD) of a 2-piece molecular cluster, C44H49N4O4 overall.

Atoms and positions in Å:
N 1.26 9.64 0.87
C 1.11 8.50 1.07
C 0.96 7.10 1.33
C 2.10 6.29 1.40
C 1.98 4.96 1.72
C 0.71 4.32 1.83
C 0.59 2.90 1.99
C 1.74 2.06 1.94
N 1.99 1.18 2.93
C 1.37 1.31 4.24
C 2.09 0.28 5.12
C 2.81 -0.68 4.17
C 2.95 0.08 2.85
C 2.69 2.16 0.80
C 2.20 2.37 -0.50
C 3.07 2.59 -1.57
C 4.46 2.56 -1.36
C 4.96 2.35 -0.07
C 4.09 2.18 1.00
C -0.43 5.17 1.81
C -0.31 6.53 1.56
H 3.08 6.73 1.22
H 2.89 4.36 1.86
H -0.35 2.49 2.36
H 1.48 2.33 4.64
H 0.29 1.10 4.19
H 2.83 0.81 5.74
H 1.39 -0.22 5.79
H 3.79 -0.98 4.55
H 2.22 -1.59 4.00
H 2.79 -0.55 1.96
H 3.98 0.46 2.78
H 1.12 2.37 -0.66
H 2.67 2.79 -2.56
H 5.14 2.70 -2.20
H 6.04 2.33 0.11
H 4.50 2.10 2.01
H -1.42 4.73 1.98
H -1.19 7.17 1.54
C -0.14 -6.60 -4.04
O 1.02 -6.60 -3.18
C 1.36 -5.43 -2.59
C 0.74 -4.20 -2.83
C 0.75 -3.23 -1.83
C -0.21 -2.07 -1.84
C -1.30 -2.32 -0.79
C -2.30 -3.39 -1.25
O -2.08 -4.58 -1.43
N -3.52 -2.77 -1.36
C -4.62 -3.49 -1.96
C -3.49 -1.32 -1.17
C -3.54 -0.61 -2.53
C -4.66 -0.84 -0.31
N -2.17 -1.17 -0.52
C -1.63 -0.05 0.00
C -2.32 1.11 0.34
C -1.82 2.40 0.14
C -2.72 3.44 -0.29
C -2.38 4.36 -1.31
C -3.39 4.91 -2.10
C -4.74 4.67 -1.79
C -5.07 3.98 -0.61
C -4.07 3.41 0.17
C 1.62 -3.34 -0.75
C 2.35 -4.52 -0.55
O 3.07 -4.83 0.56
C 3.13 -3.83 1.61
C 2.30 -5.53 -1.54
O 3.04 -6.67 -1.40
C 2.50 -7.74 -0.57
H -0.29 -7.64 -4.31
H -1.02 -6.21 -3.51
H 0.05 -6.00 -4.94
H 0.13 -4.05 -3.73
H 0.30 -1.13 -1.60
H -0.69 -1.96 -2.83
H -0.84 -2.66 0.16
H -4.38 -4.55 -1.96
H -5.53 -3.33 -1.38
H -4.81 -3.16 -2.99
H -2.69 -0.89 -3.16
H -4.47 -0.89 -3.04
H -3.53 0.48 -2.37
H -4.42 -0.93 0.76
H -4.88 0.21 -0.55
H -5.56 -1.43 -0.53
H -0.55 -0.09 0.16
H -3.31 1.01 0.79
H -0.75 2.56 0.01
H -1.32 4.56 -1.51
H -3.13 5.52 -2.97
H -5.53 5.04 -2.45
H -6.12 3.87 -0.31
H -4.31 2.89 1.10
H 1.67 -2.53 -0.01
H 3.77 -4.27 2.37
H 3.57 -2.89 1.24
H 2.12 -3.64 2.02
H 3.25 -8.53 -0.65
H 2.40 -7.39 0.46
H 1.54 -8.06 -0.98

highest occupied orbital energy: -9.289 eV
strongest force on any atom: 2.6 eV/A
E_LUMO: -4.678 eV
charge: +1
orbital gap: 4.6 eV